A structure of composition C33H46OP2ReSi at a distorted geometry. Source: the Open Molecules 2025 dataset; level of theory: ωB97M-V/def2-TZVPD.

Each line ends with the Löwdin spin population.
Atoms and positions in Å:
P: -0.2235 -1.7023 -2.5006  0.07
P: 0.7950 1.4945 -4.2710  0.01
C: -0.3354 -1.2196 -4.3717  0.05
C: 0.5395 -0.1215 -5.0260  0.01
H: -1.4031 -1.0372 -4.6156  0.00
H: -0.0306 -2.1730 -4.8400  0.00
H: 1.5445 -0.5315 -5.2004  0.00
H: 0.1064 -0.0040 -6.0452  0.00
C: -0.0232 2.5179 -5.7202  0.00
H: -0.1580 3.6117 -5.4750  0.00
H: -1.0533 2.0665 -5.9029  0.00
H: 0.6056 2.4426 -6.6420  0.00
C: 2.5897 1.7187 -3.8517  0.00
H: 3.2360 2.1424 -4.6598  0.00
H: 3.0968 0.7888 -3.5192  0.00
H: 2.6457 2.4594 -3.0393  0.00
C: -1.1018 -3.3267 -2.9939  0.01
H: -0.9392 -4.1281 -2.2404  0.00
H: -0.5518 -3.5694 -3.9291  0.00
H: -2.1858 -3.2073 -3.2334  0.00
C: 1.3833 -2.3518 -2.3488  0.04
H: 2.1296 -1.5633 -2.3158  0.02
H: 1.5104 -2.9012 -3.3050  0.00
H: 1.3903 -3.0744 -1.5041  0.01
Re: 1.1566 -1.5239 -0.3090  2.28
C: -0.5963 2.6376 -2.8080  0.01
C: -1.8320 1.8733 -2.7427  0.04
C: -2.5696 1.1539 -3.7291  0.01
C: -3.6100 0.3551 -2.8476  0.02
C: -2.7562 -0.2988 -1.8006  0.16
C: -1.4386 0.0402 -1.8517  -0.05
C: 0.0544 0.7812 -1.5205  0.03
C: 0.0988 2.4068 -1.3672  0.00
C: 1.1957 -3.4704 0.4581  0.05
H: -0.6674 3.6047 -3.4163  0.00
H: -2.3167 1.9176 -1.7767  0.00
H: -1.7295 0.5379 -4.0475  0.00
H: -2.9155 1.6809 -4.6207  0.00
H: -4.2789 0.9497 -2.2040  0.01
H: -4.1807 -0.3217 -3.4540  0.00
H: -2.9800 -1.3357 -1.5081  0.01
H: -0.6522 -1.6598 -0.4593  -0.04
H: 0.5966 0.6740 -2.6054  0.00
H: 1.0460 0.2889 -0.8664  0.02
H: -0.5355 2.8557 -0.5131  0.00
H: 1.0951 2.9116 -1.3133  0.00
H: 2.0333 -3.0356 1.1094  0.02
H: 1.5061 -4.3930 -0.0609  0.01
H: 0.3673 -3.8657 1.0593  0.01
O: 1.4743 -0.7100 1.5433  0.13
Si: 0.7290 -0.2629 3.0040  0.01
C: 0.1568 1.6003 2.9835  0.00
C: -1.0037 2.1245 3.5764  0.00
C: -1.1898 3.5192 3.6836  0.00
C: -0.2287 4.4193 3.1952  0.00
C: 0.8784 3.8971 2.5304  0.00
C: 1.0277 2.5035 2.3530  0.00
C: -0.9258 -1.1221 3.5525  0.00
C: -1.8531 -1.7152 2.6786  0.00
C: -3.1880 -1.9017 3.0827  0.00
C: -3.5898 -1.5588 4.3806  0.00
C: -2.6382 -1.1350 5.2976  0.00
C: -1.3042 -0.9507 4.8982  0.00
C: 1.9760 -0.5664 4.4280  0.00
C: 1.8841 -1.6240 5.3512  0.00
C: 3.0234 -2.0849 6.0203  0.00
C: 4.2751 -1.5298 5.7679  0.00
C: 4.3425 -0.3552 4.9982  0.00
C: 3.1800 0.1727 4.4028  0.00
H: -1.7764 1.4377 3.9405  0.00
H: -2.0877 3.9015 4.1515  0.00
H: -0.3467 5.5048 3.3245  0.00
H: 1.6339 4.5812 2.1345  0.00
H: 1.8155 2.0944 1.7054  0.00
H: -1.5267 -2.0263 1.6802  0.00
H: -3.9005 -2.3119 2.3808  0.00
H: -4.6330 -1.6474 4.6820  0.00
H: -2.9196 -0.9272 6.3345  0.00
H: -0.5530 -0.6298 5.6224  0.00
H: 0.9348 -2.1291 5.5073  0.00
H: 2.9482 -2.9344 6.6946  0.00
H: 5.1891 -1.9982 6.1510  0.00
H: 5.3075 0.1192 4.8146  0.00
H: 3.2309 1.1496 3.8949  0.00

Forces on the atoms, in the same order (eV/Å):
P -3.387 -0.889 -2.794
P -2.030 3.366 -1.485
C 0.760 0.000 0.316
C -0.079 -1.507 -0.462
H 0.693 -0.454 0.380
H -0.201 0.678 -0.097
H -0.095 0.078 0.129
H 0.395 0.335 0.654
C 0.689 0.289 0.164
H 0.303 -1.247 -0.182
H 1.456 0.403 0.355
H -0.622 -0.013 0.673
C 0.452 0.605 -0.381
H -0.825 -0.401 0.280
H -0.654 0.352 -0.169
H -0.073 -0.310 -0.145
C 0.248 0.225 0.672
H -0.276 0.556 -0.449
H -0.620 -0.355 0.800
H 0.886 0.020 0.354
C 1.276 -1.268 -3.261
H 0.832 0.041 -0.311
H 0.701 -0.179 0.952
H 0.546 -0.697 -0.394
Re -3.396 0.530 5.587
C 0.457 -0.145 0.055
C 1.657 -0.845 2.511
C -1.535 -0.150 -0.809
C 0.793 0.768 -0.271
C 2.060 -2.202 -0.975
C 3.061 4.778 0.933
C 0.754 -0.478 0.111
C -1.384 -0.256 -1.469
C 0.987 0.053 0.892
H 0.579 -1.246 1.174
H -0.156 1.152 0.192
H -1.034 -0.592 -0.849
H -0.653 0.166 0.310
H -0.235 0.565 -1.057
H -0.398 -0.529 0.053
H -0.355 0.581 0.432
H 2.407 -0.144 0.754
H -1.206 -0.196 2.508
H -2.257 1.611 -0.814
H 0.814 -1.024 -1.352
H -0.598 -1.030 0.064
H -0.675 -1.382 -0.114
H 0.373 0.673 -0.321
H 0.045 0.860 0.257
O -1.122 -0.812 -2.169
Si -1.224 0.332 1.715
C 0.547 -0.541 -1.059
C 0.026 0.376 0.160
C 0.315 -0.433 -0.290
C -0.133 -0.522 0.211
C 0.230 -0.315 -0.530
C -0.115 0.613 0.300
C 0.700 -0.469 -0.476
C -0.420 0.356 0.474
C 0.630 0.087 0.101
C 0.115 -0.133 -0.374
C 0.559 0.085 0.165
C -0.331 0.240 -0.301
C 0.056 0.570 -0.383
C 0.438 -0.117 -0.479
C -0.056 -0.102 -0.047
C -0.091 0.524 -0.408
C -0.369 -0.071 -0.022
C 0.511 -0.501 -0.005
H 0.352 0.384 0.059
H -0.010 -0.044 0.016
H 0.047 -0.630 -0.045
H -0.244 -0.242 0.015
H 0.045 0.357 0.508
H -0.261 0.248 0.168
H -0.095 -0.044 0.018
H 0.262 -0.064 -0.118
H 0.088 -0.120 -0.391
H -0.391 0.150 -0.163
H 0.237 -0.097 -0.126
H -0.074 0.136 -0.098
H -0.450 0.314 -0.014
H -0.295 0.010 0.218
H 0.039 -0.668 -0.033

E_LUMO (alpha / beta) = -6.92 / -7.23 eV
Energy above the lowest of the compared OMol25 structures with the same formula, charge and spin = 10.227 eV
Strongest force on any atom = 0.1276 Eh/bohr
Expectation value of S² = 3.822
Charge = +2
Multiplicity = 4
Molecular weight = 734.97 g/mol


The ion C8H14N3 with charge +1 at a distorted geometry. Source: the Open Molecules 2025 dataset; level of theory: ωB97M-V/def2-TZVPD.

Each line ends with the natural charge from an NBO analysis.
Atoms and positions in Å:
C: -1.8972 -0.1692 0.4418  -0.09
C: -0.5421 -0.0620 0.3753  0.18
C: -1.2485 1.6051 1.6662  0.44
C: 2.9489 -0.5170 -0.2948  0.01
C: -1.2073 2.8955 2.3378  -0.69
C: 0.7158 -2.2774 -2.3880  -0.62
C: 0.0364 -1.0882 -1.8659  -0.41
C: 0.5362 -0.8574 -0.4055  -0.09
N: 1.7593 -0.0935 -0.3018  -0.47
N: -2.2709 0.9134 1.2357  -0.46
N: -0.1536 0.9512 1.1753  -0.47
H: -2.5863 -0.9597 0.2733  0.26
H: 3.8122 0.1443 -0.1178  0.19
H: 3.3887 -1.5930 -0.2305  0.16
H: -1.4635 3.6874 1.5090  0.27
H: -2.0159 3.1387 3.0224  0.27
H: -0.1281 3.0051 2.7227  0.26
H: 0.7333 -3.1206 -1.5619  0.20
H: 0.2937 -2.7449 -3.3823  0.24
H: 1.7995 -2.2122 -2.6352  0.22
H: 0.2447 -0.1835 -2.3675  0.23
H: -0.9945 -1.2488 -1.9760  0.22
H: 0.7404 -1.8270 0.0460  0.21
H: -3.2583 1.2392 1.3823  0.45
H: 0.7573 1.3744 1.3393  0.47

Forces on the atoms, in the same order (eV/Å):
C 0.755 1.008 0.873
C 1.410 -2.124 -1.012
C 1.145 -1.227 -0.688
C 1.025 -1.821 1.090
C 0.882 2.193 -1.383
C 1.511 -4.256 -1.475
C 1.470 0.294 1.398
C -0.815 -0.120 0.461
N 0.622 1.039 -0.557
N -2.936 0.299 0.302
N -1.083 2.648 1.343
H -0.257 -0.261 -0.718
H -0.742 0.435 -0.407
H -1.547 1.143 -0.534
H 1.110 -1.188 1.289
H 0.342 -0.644 0.621
H -1.973 0.418 -0.268
H -0.430 1.355 -1.766
H 0.397 1.016 2.073
H -0.594 0.590 0.293
H 0.368 1.019 -0.983
H -1.637 -0.067 0.597
H -0.563 -0.267 0.265
H 1.448 -0.731 -0.124
H 0.090 -0.753 -0.689

E_LUMO = -2.79 eV
Energy above the lowest of the compared OMol25 structures with the same formula, charge and spin = 2.005 eV
Strongest force on any atom = 0.0924 Eh/bohr
SMILES = C=N[C@H](CC)c1c[nH]c(C)[nH+]1
Charge = +1
Multiplicity = 1
Molecular weight = 152.22 g/mol


A cluster of 3 separate species, C6H16O3 in total at a distorted geometry. Source: the Open Molecules 2025 dataset; level of theory: ωB97M-V/def2-TZVPD.

Each line ends with the natural charge from an NBO analysis.
Atoms and positions in Å:
C: 0.9389 -1.3405 -1.1761  -0.07
O: 0.0784 -1.5855 -2.2804  -0.75
C: 0.8738 -2.2955 -0.0040  -0.43
C: 0.8403 -1.5436 1.3580  -0.44
C: -0.1673 -0.4311 1.3283  -0.23
C: -0.0634 0.7594 1.9028  -0.15
C: -1.0921 1.8656 1.9850  -0.65
H: 0.6930 -0.3424 -0.7851  0.17
H: 1.8859 -1.1968 -1.7178  0.18
H: -0.5888 -2.2928 -2.1832  0.48
H: 1.6914 -3.0221 0.0007  0.22
H: -0.0044 -2.9590 -0.0608  0.20
H: 1.9031 -1.3398 1.5567  0.21
H: 0.6227 -2.1922 2.2074  0.22
H: -1.0353 -0.6311 0.7059  0.20
H: 0.7534 1.0417 2.5683  0.19
H: -0.5926 2.8398 1.9492  0.21
H: -1.9837 1.9929 1.3775  0.22
H: -1.4878 1.6950 3.0050  0.22
H: 0.0090 1.8858 -0.8146  0.48
H: 0.1410 3.2556 -0.1095  0.47
O: 0.6086 2.5661 -0.5368  -0.94
H: -1.0596 0.3352 -3.4243  0.49
H: -1.4025 1.8391 -3.7329  0.47
O: -1.5619 1.0961 -3.1193  -0.96

Forces on the atoms, in the same order (eV/Å):
C -0.019 1.023 -0.631
O -1.205 -0.684 -0.726
C -0.195 -1.032 0.662
C 0.717 -0.660 -0.318
C 0.553 0.579 0.059
C -0.609 0.313 -0.047
C -0.055 0.049 1.196
H 0.004 -0.160 -0.178
H 0.296 -0.458 0.920
H 0.744 0.571 0.521
H 0.149 0.219 -0.054
H -0.132 0.451 -0.278
H -0.391 1.111 0.055
H -0.369 -0.514 -0.267
H -0.141 -0.023 0.062
H 0.310 -0.481 -0.376
H 0.002 -0.168 0.320
H 0.158 -0.852 -0.667
H 0.026 0.691 -0.193
H -0.744 -0.289 -0.146
H -0.943 0.744 0.469
O 1.729 -0.364 -0.587
H 0.220 -0.009 -0.055
H 0.035 -0.788 0.393
O -0.142 0.731 -0.133

E_LUMO = 0.83 eV
Energy above the lowest of the compared OMol25 structures with the same formula, charge and spin = 1.270 eV
Strongest force on any atom = 0.0362 Eh/bohr
SMILES = C/C=C/CCCO.O.O
Multiplicity = 1
Molecular weight = 136.19 g/mol


A cluster of 2 separate species, C11H16N2O in total at a distorted geometry. Source: the Open Molecules 2025 dataset; level of theory: ωB97M-V/def2-TZVPD.

Each line ends with the natural charge from an NBO analysis.
Atoms and positions in Å:
C: 3.5199 1.2964 -0.9484  -0.21
C: 3.3177 1.3479 0.4205  -0.21
C: 2.5338 0.7753 -1.7704  -0.23
C: 2.1310 0.8920 0.9619  -0.18
C: 1.3364 0.3348 -1.2360  -0.15
C: 1.1192 0.4030 0.1369  -0.13
C: -2.4578 0.4513 1.3719  -0.51
C: -1.3391 0.7204 0.6214  -0.06
C: -1.4922 1.5693 -0.6091  -0.63
C: -2.3408 -1.8839 -0.3138  -0.48
C: -0.1448 -0.0043 0.7772  0.35
N: -0.1534 -2.6163 -0.3036  -0.60
N: -1.0108 -1.6324 -0.6657  -0.24
O: 0.0699 -0.8338 1.8471  -0.69
H: 4.4466 1.6579 -1.3700  0.21
H: 4.0841 1.7482 1.0686  0.21
H: 2.7000 0.7110 -2.8361  0.21
H: 1.9713 0.9318 2.0294  0.22
H: 0.5675 -0.0856 -1.8639  0.23
H: -2.4264 -0.0636 2.3215  0.18
H: -3.3707 0.9869 1.1813  0.21
H: -1.5691 0.9176 -1.4783  0.23
H: -2.3981 2.1657 -0.5450  0.22
H: -0.6391 2.2277 -0.7506  0.23
H: -2.9797 -1.7806 -1.1907  0.22
H: -2.4971 -2.8587 0.1659  0.18
H: -2.7041 -1.0803 0.4089  0.24
H: -0.3415 -3.0869 0.5843  0.34
H: 0.8088 -2.3087 -0.3802  0.37
H: -0.7415 -0.9022 2.3647  0.48

Forces on the atoms, in the same order (eV/Å):
C 0.053 -0.006 -0.084
C 0.051 0.029 0.072
C 0.129 0.065 -0.099
C 0.010 -0.007 0.007
C -0.121 -0.071 0.134
C 0.158 -0.184 0.073
C 0.584 0.727 0.282
C -0.602 -0.175 0.310
C 0.020 -0.036 0.106
C -0.331 -0.248 0.296
C -0.531 -0.314 -0.042
N -0.140 -0.280 -0.034
N 1.077 0.399 -0.291
O -0.049 0.327 -0.062
H 0.064 0.000 -0.052
H 0.058 0.021 0.036
H -0.003 0.008 -0.078
H -0.026 -0.016 0.072
H -0.101 -0.026 -0.086
H -0.007 -0.171 0.100
H -0.197 0.090 -0.048
H 0.014 0.002 -0.165
H -0.031 0.067 0.011
H 0.032 0.083 -0.069
H -0.122 -0.041 0.017
H -0.031 0.003 -0.087
H 0.093 -0.392 -0.283
H 0.032 0.188 -0.055
H -0.076 -0.070 0.049
H -0.005 0.027 -0.028

E_LUMO (alpha / beta) = 0.75 / 0.37 eV
Energy above the lowest of the compared OMol25 structures with the same formula, charge and spin = 3.339 eV
Strongest force on any atom = 0.0230 Eh/bohr
Multiplicity = 1
Molecular weight = 192.26 g/mol


- Among the records above, which one has the lowest molecular weight?
  C6H16O3


- What is the formula in the first record?
  C33H46OP2ReSi


- Among the records above, which one has the lowest energy above the lowest of the compared OMol25 structures with the same formula, charge and spin?
  C6H16O3